(1)
40
Properties=species:S:1:pos:R:3:forces:R:3 method="wB97M-V/def2-TZVPD" smiles="S=C(NCc1ccco1)N1CCN(c2ccc(Cl)cc2)CC1" multiplicity=1 orbital_gap_ev=8.22 e_above_lowest_ev=1.7113 e_lumo_ha=0.015
S -2.989466 -2.651743 -0.612299 -0.3 -0.7 -0.4
C -2.429229 -1.243410 0.061891 0.1 -0.2 0.0
N -3.232375 -0.476345 0.837049 0.3 0.4 0.1
C -4.669376 -0.604347 0.840559 -0.2 -0.1 -0.1
C -5.326136 0.664817 0.403713 -0.6 0.0 0.5
C -6.563935 1.177704 0.655095 0.6 -0.4 0.0
C -6.632233 2.408775 -0.044079 0.4 0.2 -0.4
C -5.432250 2.554359 -0.662543 -0.7 0.5 0.1
O -4.631648 1.504443 -0.397415 0.4 -0.3 0.0
N -1.148573 -0.844054 -0.112388 -0.2 0.2 0.2
C -0.638461 0.429457 0.352520 0.1 0.3 0.1
C 0.692335 0.748960 -0.328414 -0.1 0.1 0.0
N 1.665602 -0.269012 -0.021305 -0.3 0.0 0.0
C 3.014041 -0.009827 -0.007512 0.3 0.1 0.1
C 3.910410 -0.921809 0.566506 -0.1 0.0 -0.1
C 5.265957 -0.667334 0.598881 0.1 0.1 -0.1
C 5.760497 0.511244 0.065790 -0.1 0.0 0.0
Cl 7.461720 0.835228 0.112147 0.2 0.0 0.0
C 4.897223 1.430759 -0.504520 0.2 -0.1 0.1
C 3.542051 1.171112 -0.545376 -0.1 0.0 0.0
C 1.148953 -1.617032 0.086365 -0.1 -0.1 0.0
C -0.162922 -1.737703 -0.680277 0.3 -0.4 -0.1
H -2.876707 0.394030 1.199520 0.1 -0.1 0.0
H -5.027761 -0.874014 1.840779 0.0 0.0 -0.2
H -4.913706 -1.430517 0.158584 0.0 0.2 0.2
H -7.329818 0.734314 1.256912 -0.1 -0.2 0.2
H -7.460673 3.085785 -0.075292 -0.1 0.2 -0.1
H -5.033496 3.325436 -1.290832 0.1 0.1 -0.1
H -1.347814 1.226679 0.103001 0.1 0.0 0.0
H -0.486739 0.415733 1.441971 0.0 0.1 -0.1
H 1.045646 1.709037 0.056366 -0.1 -0.1 -0.1
H 0.529515 0.850707 -1.412168 0.0 0.1 0.1
H 3.546127 -1.833943 1.010378 -0.1 -0.1 0.1
H 5.939078 -1.381224 1.047124 0.1 0.0 0.0
H 5.284391 2.345066 -0.926394 0.1 0.1 0.0
H 2.897176 1.892518 -1.020485 -0.1 0.1 -0.1
H 0.977998 -1.889969 1.138208 0.0 -0.1 -0.1
H 1.868298 -2.320947 -0.340125 -0.1 0.0 0.0
H -0.003220 -1.507705 -1.740261 0.0 -0.1 0.1
H -0.550765 -2.756849 -0.613313 0.1 0.2 0.0

(2)
42
Properties=species:S:1:pos:R:3:forces:R:3 method="wB97M-V/def2-TZVPD" multiplicity=1 orbital_gap_ev=3.45 e_lumo_ha=-0.076
C 2.634883 -2.011493 2.291765 -0.3 0.8 0.2
C 2.812062 -1.604962 0.843258 0.5 0.0 0.3
C 3.864992 -0.566092 0.569367 0.0 -0.9 0.0
N 2.112523 -2.059232 -0.166443 -0.5 2.0 0.1
C 0.758949 -1.715634 -0.158944 2.6 -1.8 0.1
N -0.021219 -2.318426 0.736735 -0.9 0.9 -0.9
N -1.312851 -2.030301 0.859902 0.6 -0.4 0.3
C -1.749140 -1.131722 0.042732 -2.8 1.2 -0.5
C -3.209079 -0.774533 0.186856 0.6 0.5 0.4
C -3.600711 0.357313 0.910705 -0.4 -0.9 -0.6
C -4.979484 0.520349 0.989160 0.8 0.5 0.3
C -5.815914 -0.393399 0.376301 -1.8 0.0 0.0
N -5.486564 -1.460778 -0.357531 1.2 1.1 0.9
C -4.158200 -1.583193 -0.403712 0.2 -1.5 -1.0
C -1.029890 -0.454663 -0.981115 2.3 -1.4 0.8
F -1.605136 0.404807 -1.769991 -0.6 -0.1 0.1
C 0.323022 -0.755793 -1.103048 -1.5 0.4 -0.3
C 1.203209 -0.075539 -2.121241 0.5 0.1 0.6
C 1.030574 1.460502 -2.143239 0.7 0.2 -0.6
C 2.018413 2.193419 -1.214547 -0.6 1.0 -0.5
C 1.351055 2.448014 0.108809 0.6 -0.1 1.4
O 1.540946 1.772516 1.131363 0.1 -0.5 -0.7
O 0.562932 3.476959 0.110358 -1.0 -1.7 -0.6
H 2.750586 -3.089917 2.435802 -0.1 0.1 -0.2
H 1.656329 -1.686931 2.681357 0.1 -0.2 -0.1
H 3.368763 -1.494732 2.913702 -0.1 -0.2 -0.1
H 4.429923 -0.289089 1.459091 0.2 -0.2 -0.3
H 3.300227 0.320888 0.253824 0.0 -0.1 0.1
H 4.483264 -0.909010 -0.267861 0.1 0.3 0.1
H 0.361590 -3.016246 1.360003 -0.1 0.0 -0.1
H -2.862785 1.009325 1.366561 -0.2 0.1 0.0
H -5.402723 1.360505 1.529728 0.0 -0.2 -0.1
H -6.889666 -0.233970 0.498973 0.2 0.0 -0.1
H -3.789753 -2.436904 -0.982280 -0.1 0.1 0.1
H 2.237992 -0.280868 -1.829775 -0.2 -0.1 -0.1
H 1.109293 -0.511156 -3.123191 -0.4 -0.1 0.3
H 0.024407 1.814712 -1.918478 0.2 -0.1 -0.1
H 1.239010 1.799440 -3.164788 -0.1 -0.2 0.1
H 2.197930 3.183471 -1.658223 -0.1 -0.1 0.3
H 2.997862 1.721618 -1.125386 -0.3 -0.2 0.1
H 0.173099 3.538933 0.993813 0.2 0.5 0.1
F 1.369278 5.501814 -0.160370 0.6 0.9 -0.1

(3)
51
Properties=species:S:1:pos:R:3:forces:R:3 method="wB97M-V/def2-TZVPD" charge=-1 s_squared=2.04 multiplicity=3 orbital_gap_ev="6.28 / 4.88" e_lumo_ha="0.061 / 0.009"
Ti -0.683400 -0.363100 0.081300 1.7 0.6 -1.6
C 3.644000 0.960600 0.371800 -0.2 -0.1 0.0
C 2.120100 0.807900 0.311200 0.4 0.5 0.0
N 1.577700 -0.568500 0.340200 0.3 0.1 0.1
C 2.275000 -1.423000 -0.654400 -0.1 -0.5 -0.3
C 1.918100 -1.086500 -2.096700 -0.2 0.1 0.2
C 1.702100 -1.147400 1.707400 -0.1 -0.2 0.5
C 0.385700 -0.987300 2.541400 0.5 -0.8 0.4
N -0.417100 0.017700 1.906100 -0.1 0.6 1.5
C -0.533100 1.295700 2.271400 -0.3 1.5 0.6
C -0.702400 2.241100 1.227900 0.2 0.1 0.7
F -0.582700 1.724300 -0.045800 0.0 1.2 0.2
C -0.817500 3.597200 1.417400 0.1 0.0 0.0
F -0.886300 4.417200 0.356800 0.0 -0.2 0.2
C -0.799700 4.116500 2.699100 0.0 -0.3 0.1
C -0.651200 3.222600 3.753600 0.0 0.3 -0.1
F -0.613500 3.712500 5.005200 0.0 -0.1 -0.1
C -0.519400 1.861600 3.570700 0.1 -0.3 -0.3
F -0.346000 1.063300 4.646700 -0.1 0.2 -0.2
H 3.870800 2.011300 0.549100 0.0 0.0 0.0
H 4.081400 0.378400 1.180500 0.1 0.0 0.0
H 4.117700 0.672800 -0.562800 0.1 -0.1 -0.1
H 1.708500 1.357400 1.168500 0.0 -0.2 -0.3
H 1.776900 1.296100 -0.611200 -0.1 -0.1 0.3
H 3.357700 -1.381900 -0.502100 0.0 0.0 0.0
H 1.975600 -2.464200 -0.476000 0.1 0.4 0.0
H 2.336400 -0.134300 -2.421100 0.1 0.1 0.0
H 2.291200 -1.879100 -2.745300 0.0 0.0 0.0
H 0.823400 -1.044800 -2.225200 0.5 -0.1 0.0
H 1.946800 -2.213200 1.636000 0.0 0.2 -0.1
H 2.517900 -0.649800 2.244200 0.0 -0.1 -0.1
H -0.182200 -1.939700 2.531400 0.4 0.5 0.1
H 0.635500 -0.759900 3.583400 -0.1 0.1 -0.2
H -0.879100 5.174900 2.873100 0.0 0.1 0.0
C -4.653000 2.645800 -2.602800 0.3 -0.1 0.3
S -3.114800 2.669800 -1.643300 -0.3 0.0 0.3
C -3.387500 1.307100 -0.563800 -0.1 0.8 0.4
C -2.752200 0.118500 -0.710800 -0.9 0.2 -0.5
S -1.752300 -0.302300 -2.044600 -0.5 0.7 -1.2
S -3.009100 -1.027200 0.637600 -1.7 -0.3 0.2
C -4.036300 -0.006900 1.602500 0.0 0.9 0.3
S -4.635700 -0.510200 3.045800 0.0 0.1 -0.2
S -4.256900 1.596800 0.943100 0.2 -0.8 -0.3
H -4.699100 3.598000 -3.121200 -0.1 0.0 -0.1
H -5.487300 2.550500 -1.914300 -0.2 0.0 -0.1
H -4.626300 1.817800 -3.304800 -0.1 0.0 -0.1
Se -2.050100 -6.273300 -1.151000 0.3 0.6 0.3
Sb -0.106300 -4.894800 -0.635600 -0.7 -1.6 -1.2
Se 1.517200 -5.122900 -2.449100 0.2 0.3 0.6
Se 1.094700 -5.906800 1.249400 0.4 0.3 0.1
Se -0.689000 -2.505800 -0.215700 0.0 -5.0 0.0

(4)
53
Properties=species:S:1:pos:R:3:forces:R:3 method="wB97M-V/def2-TZVPD" charge=+3 multiplicity=1 orbital_gap_ev=5.86 e_above_lowest_ev=1.0139 e_lumo_ha=-0.455
V -0.321168 -0.688930 -0.293966 -0.5 -0.9 1.4
C -5.404441 0.543597 -0.901004 -0.1 -0.1 -0.1
O -3.986913 0.426260 -0.571471 0.0 0.1 0.1
C -3.285054 -0.553304 -1.030716 0.6 0.7 0.7
O -2.033290 -0.579754 -0.631377 -1.3 0.3 -0.3
N -3.714174 -1.492966 -1.792128 -0.5 -0.7 -0.5
N -2.911641 -2.504908 -2.295567 0.3 0.3 -0.3
H -5.769873 1.367329 -0.305145 0.0 0.1 0.1
H -5.925180 -0.372699 -0.623258 0.0 0.0 0.0
H -5.515714 0.774198 -1.959044 0.0 0.0 0.0
H -4.638289 -1.401400 -2.191759 -0.2 -0.1 0.0
H -3.457190 -3.168184 -2.822935 -0.1 -0.2 0.1
H -2.315937 -2.920080 -1.589976 -0.3 -0.1 0.1
C 2.670596 6.273078 -1.114206 0.0 -0.1 0.0
O 1.637842 5.253182 -0.905611 0.1 0.3 -0.1
C 1.926435 4.002030 -0.874151 0.1 0.1 0.0
C 3.238076 3.470091 -1.005047 0.1 0.0 0.0
C 3.420225 2.128671 -0.929115 0.1 0.1 0.0
C 2.327831 1.229671 -0.718534 -0.2 0.0 0.0
C 2.500706 -0.127146 -0.590404 -0.2 0.0 0.1
C 3.748076 -0.898827 -0.691050 -0.1 -0.3 0.0
O 1.384615 -0.830769 -0.355559 1.8 -0.2 -0.3
C 1.007931 1.810424 -0.639908 0.1 -0.6 0.0
O -0.089794 0.994112 -0.484184 0.4 1.0 -0.6
C 0.808140 3.135336 -0.706200 -0.4 0.3 0.0
H 2.139491 7.213831 -1.123581 -0.1 0.0 0.0
H 3.162970 6.108578 -2.068500 0.0 -0.1 -0.1
H 3.380058 6.247751 -0.292176 0.0 0.0 0.1
H 4.083391 4.123353 -1.164218 0.0 0.0 0.0
H 4.421496 1.733340 -1.030613 0.0 0.0 0.0
H 4.633790 -0.285100 -0.574111 0.0 0.0 0.0
H 3.770563 -1.379397 -1.676322 0.0 0.0 0.0
H 3.744165 -1.711231 0.035802 0.0 0.0 0.0
H -0.187242 3.557408 -0.648600 0.1 0.0 0.0
Se -2.739597 -3.420933 2.758589 -0.4 -0.3 -0.2
N -1.930660 -2.758587 4.139745 0.1 0.1 0.0
C -1.163873 -1.769149 3.699374 0.3 0.4 -0.1
C -0.290050 -0.983805 4.483582 -0.1 -0.1 0.0
C 0.473885 -0.028228 3.847976 0.0 0.0 0.1
C 0.409676 0.131978 2.468876 -0.2 -0.1 -0.2
N -0.415733 -0.574851 1.683760 -0.2 -0.5 -0.2
C -1.244757 -1.518671 2.280849 0.3 -0.1 0.1
N -2.047126 -2.283741 1.585313 0.0 0.0 0.1
H -0.217366 -1.150313 5.552974 0.0 0.0 0.0
H 1.159654 0.593072 4.407499 0.0 0.0 0.0
H 1.049860 0.853036 1.981830 0.0 0.0 -0.1
F -0.350540 -2.295606 -1.224932 0.0 0.6 0.1
Sb 0.444223 -4.376237 -0.590850 0.8 0.6 0.2
F -1.319275 -4.567705 -0.075213 -0.8 -0.2 0.3
F -0.137644 -4.729030 -2.288605 -0.1 -0.4 -0.7
F 1.973438 -3.591424 -1.280491 0.4 0.2 -0.1
F 1.277095 -5.770367 0.236816 -0.1 -0.6 -0.1
F 0.618282 -3.236980 0.897557 0.1 0.4 0.5

(5)
40
Properties=species:S:1:pos:R:3:forces:R:3 method="wB97M-V/def2-TZVPD" smiles="Cc1csc(NC(=O)c2ccc(OC[C@H]3CCCO3)cc2)n1" multiplicity=1 orbital_gap_ev=8.91 e_above_lowest_ev=1.4637 e_lumo_ha=0.021
C -4.659521 -2.927899 -0.469538 0.0 0.1 0.0
C -3.764610 -1.799300 -0.093382 0.6 -0.4 0.4
C -2.584691 -1.895089 0.570782 -0.1 0.2 0.0
S -1.867331 -0.337265 0.799749 -0.7 -0.1 -0.3
C -3.248958 0.341333 -0.053951 0.9 -0.7 0.6
N -3.447031 1.682351 -0.230565 -0.6 0.6 -0.3
C -2.591026 2.751817 -0.047541 -0.1 -0.1 0.0
O -3.044545 3.870479 0.038640 0.1 0.1 0.1
C -1.143570 2.438124 -0.021351 0.3 0.2 -0.1
C -0.335966 2.947959 0.992222 -0.1 -0.1 -0.1
C 1.013201 2.676668 1.004311 0.2 -0.1 0.0
C 1.594556 1.912261 -0.011850 -0.2 0.1 0.1
O 2.932168 1.710436 0.116299 -0.3 0.2 0.2
C 3.646120 0.935809 -0.820338 0.2 -0.7 -0.3
C 3.556102 -0.588589 -0.593306 0.4 0.5 0.0
C 3.681887 -0.975482 0.889160 -0.1 0.0 -0.1
C 2.665299 -2.105185 1.038761 -0.1 0.1 -0.2
C 1.609845 -1.691456 0.016937 -0.2 -0.2 0.3
O 2.330928 -1.132021 -1.064773 0.0 0.1 -0.2
C 0.796823 1.441825 -1.051098 0.3 0.0 -0.2
C -0.559867 1.701088 -1.047039 -0.1 0.3 0.2
N -4.120573 -0.527449 -0.428588 -0.6 0.5 -0.4
H -4.800345 -2.942237 -1.548521 0.0 -0.1 -0.1
H -4.234577 -3.873682 -0.146582 0.0 -0.1 0.0
H -5.635665 -2.792802 -0.007607 -0.1 0.0 0.0
H -2.086940 -2.771395 0.931396 0.1 -0.3 0.0
H -4.411929 1.934538 -0.420329 0.2 0.0 0.0
H -0.782518 3.542236 1.774440 0.0 0.1 0.1
H 1.648774 3.048020 1.792682 0.1 0.0 0.1
H 4.688711 1.237437 -0.683580 -0.1 0.0 -0.1
H 3.343321 1.167327 -1.846447 0.0 0.1 0.1
H 4.355910 -1.041396 -1.197011 0.0 0.1 0.1
H 4.694986 -1.276194 1.144862 0.0 0.0 0.0
H 3.397593 -0.124668 1.509653 0.0 0.0 0.0
H 2.261004 -2.184730 2.044704 0.0 0.0 0.1
H 3.109903 -3.059188 0.752544 0.0 0.0 0.0
H 1.023614 -2.523896 -0.375782 0.0 0.0 0.1
H 0.926166 -0.942906 0.444171 0.1 -0.1 -0.1
H 1.213862 0.845044 -1.845740 0.0 0.0 0.0
H -1.171124 1.328065 -1.856407 -0.1 -0.1 0.0